(1)
DFT (the ωB97M-V functional and the def2-TZVPD basis) results for a cluster of 2 separate species, C3H9NO4 in total at a distorted geometry.

Output
**Highest occupied orbital energy**: -9.8 eV
**Gap between HOMO and LUMO**: 10.420 eV
**Spin multiplicity**: 1
**Energy relative to the best compared isomer or geometry (same formula, charge and spin)**: 0.771 eV
**Lowest unoccupied orbital energy**: 0.67 eV
**SMILES**: N[C@@H](CO)C(=O)O.O
**E_tot**: -475.4125 Ha

Last column: Löwdin charge in e.
Cartesian coordinates (Å):
1 N -0.989 -0.492 -0.872  0.07
2 C -0.804 -0.029 0.530  -0.27
3 C 0.610 -0.114 1.071  -0.16
4 O 0.692 -1.241 2.014  -0.08
5 C -1.373 1.386 0.442  -0.48
6 O -2.506 1.688 0.202  0.11
7 O -0.405 2.321 0.633  0.08
8 H -0.316 -1.233 -1.026  0.07
9 H -1.925 -0.814 -1.026  0.08
10 H -1.396 -0.664 1.187  0.15
11 H 0.994 0.775 1.534  0.11
12 H 1.351 -0.502 0.359  0.12
13 H 0.431 -0.897 2.865  0.07
14 H -0.726 3.231 0.456  0.14
15 O 2.262 -0.935 -2.456  -0.07
16 H 2.753 -1.409 -3.117  0.02
17 H 1.348 -1.070 -2.795  0.04

(2)
DFT (the ωB97M-V functional and the def2-TZVPD basis) results for a cluster of 2 separate species, C3H9NO4 in total at a distorted geometry.

Output
**Highest occupied orbital energy**: -9.8 eV
**Gap between HOMO and LUMO**: 10.375 eV
**Spin multiplicity**: 1
**Energy relative to the best compared isomer or geometry (same formula, charge and spin)**: 0.594 eV
**Lowest unoccupied orbital energy**: 0.54 eV
**SMILES**: N[C@@H](CO)C(=O)O.O
**E_tot**: -475.4190 Ha

Last column: Löwdin charge in e.
Cartesian coordinates (Å):
1 N 0.127 -1.123 -0.513  0.07
2 C 0.573 -0.507 0.720  -0.29
3 C 0.728 1.013 0.660  -0.20
4 O 2.069 1.333 0.268  -0.08
5 C -0.502 -0.894 1.762  -0.48
6 O -0.947 -1.997 1.933  0.11
7 O -0.991 0.153 2.464  0.09
8 H 0.885 -1.374 -1.125  0.08
9 H -0.508 -1.894 -0.369  0.08
10 H 1.461 -1.001 1.176  0.17
11 H 0.583 1.527 1.642  0.13
12 H 0.051 1.333 -0.145  0.12
13 H 2.376 2.050 0.838  0.08
14 H -1.699 -0.193 3.029  0.13
15 O -1.762 0.461 -4.163  -0.06
16 H -1.286 0.323 -3.342  0.02
17 H -1.158 0.790 -4.833  0.03

(3)
DFT (the ωB97M-V functional and the def2-TZVPD basis) results for a cluster of 2 separate species, C3H9NO4 in total at a distorted geometry.

Output
**Highest occupied orbital energy**: -10.0 eV
**Gap between HOMO and LUMO**: 10.473 eV
**Spin multiplicity**: 1
**Energy relative to the best compared isomer or geometry (same formula, charge and spin)**: 0.893 eV
**Lowest unoccupied orbital energy**: 0.49 eV
**SMILES**: N[C@@H](CO)C(=O)O.O
**E_tot**: -475.4080 Ha

Last column: Löwdin charge in e.
Cartesian coordinates (Å):
1 N 0.500 -0.786 1.571  0.07
2 C 0.103 0.559 1.201  -0.28
3 C 0.902 1.074 -0.039  -0.18
4 O 0.415 0.702 -1.317  -0.04
5 C -1.330 0.688 0.717  -0.46
6 O -2.169 1.482 1.019  0.14
7 O -1.702 -0.485 0.067  0.06
8 H 0.354 -1.458 0.828  0.07
9 H 0.009 -1.144 2.375  0.08
10 H 0.315 1.172 2.069  0.15
11 H 1.974 0.930 0.123  0.13
12 H 0.726 2.157 -0.071  0.13
13 H -0.110 -0.060 -1.243  0.01
14 H -2.558 -0.217 -0.301  0.13
15 O 0.834 -1.901 -2.468  -0.04
16 H 0.469 -1.563 -1.651  -0.01
17 H 1.268 -1.151 -2.880  0.04